5
Properties=species:S:1:pos:R:3 method="wB97M-V/def2-TZVPD" gap_ha="0.279 / 0.298" largest_force_ev_per_a=2.8 homo_energy_ev="-9.045 / -9.322"
O 2.2061 0.7265 0.0049
O -0.0115 -0.7945 -0.1246
O -2.2170 0.7218 0.0029
S 1.6318 -0.6610 0.0499
S -1.6315 -0.6195 0.0069

***

5
Properties=species:S:1:pos:R:3 method="wB97M-V/def2-TZVPD" gap_ha="0.284 / 0.364" largest_force_ev_per_a=3.9 homo_energy_ev="-10.244 / -12.146"
O 0.6052 -0.8173 0.3979
O 0.0141 -1.0221 1.5448
O -1.1518 0.7935 0.1777
O 0.4391 0.5894 -1.7472
S 0.0934 0.4564 -0.3732

***

5
Properties=species:S:1:pos:R:3 method="wB97M-V/def2-TZVPD" gap_ha="0.356 / 0.336" s_squared=2.012 largest_force_ev_per_a=6.6 homo_energy_ev="-10.628 / -11.246" multiplicity=3
O 1.0750 1.2484 0.0194
O -1.1712 0.3954 0.1017
O -2.1611 -0.3338 -0.0275
O 1.8203 -1.1659 0.0605
S 0.7969 -0.1200 -0.0837

***

What did the first record say?
5
Properties=species:S:1:pos:R:3 method="wB97M-V/def2-TZVPD" gap_ha="0.279 / 0.298" largest_force_ev_per_a=2.8 homo_energy_ev="-9.045 / -9.322"
O 2.2061 0.7265 0.0049
O -0.0115 -0.7945 -0.1246
O -2.2170 0.7218 0.0029
S 1.6318 -0.6610 0.0499
S -1.6315 -0.6195 0.0069